Density functional theory data (ωB97M-V with the def2-TZVPD basis set) for a molecular structure, C52H37GeIMoN5O4S2 at a distorted geometry.

Summary:
Charge: -1
Max |F|: 2.2 eV/Å
E_HOMO: -5.46 eV
Kohn-Sham gap: 0.2039 Ha

XYZ file:
```
103
Properties=species:S:1:pos:R:3:lowdin_charge:R:1
Mo 1.24069 -1.36179 -0.52399 1.36
C 4.19841 -2.78557 -3.68984 -0.02
C 4.92400 -2.27270 -2.48535 -0.25
N 6.22766 -2.09053 -2.53886 0.12
C 6.87031 -1.60289 -1.46039 -0.09
C 6.25562 -1.33241 -0.26531 -0.15
C 7.00170 -0.70597 0.87828 -0.21
O 6.69156 0.67809 1.04040 -0.05
C 4.86313 -1.55349 -0.17633 -0.07
C 4.12594 -1.35882 1.05222 -0.04
N 2.86216 -1.22524 1.03181 -0.11
C 1.98885 -0.98713 2.11291 -0.38
C 2.20400 -0.62381 3.43775 -0.01
C 1.07619 -0.55076 4.24079 -0.07
C -0.19627 -0.83714 3.72639 -0.07
C -0.38183 -1.17407 2.39007 -0.11
C 0.74237 -1.21488 1.57799 -0.38
I 0.85187 -3.95419 0.38124 0.43
C 4.17359 -1.97867 -1.31007 -0.26
O 2.87290 -2.16108 -1.35250 -0.38
H 4.90798 -2.94029 -4.49940 0.08
H 3.42829 -2.07354 -3.99016 0.05
H 3.68322 -3.71976 -3.46159 0.09
H 7.93252 -1.42157 -1.58002 0.11
H 8.07330 -0.76189 0.69232 0.12
H 6.81109 -1.25041 1.81032 0.11
H 5.74595 0.81281 0.88501 0.07
H 4.65735 -1.25966 2.00108 0.14
H 3.19103 -0.40387 3.82636 0.11
H 1.17251 -0.26469 5.28093 0.10
H -1.05418 -0.77632 4.38648 0.10
H -1.37194 -1.39454 2.00914 0.09
S 2.00733 1.19873 -0.03823 0.82
C 3.08505 1.73903 -1.29613 -0.64
C 4.05387 2.71499 -1.11583 -0.07
C 4.82592 3.14103 -2.19117 -0.19
C 5.81219 4.16327 -1.97777 -0.19
N 6.58779 4.98908 -1.79661 0.16
C 4.63430 2.57576 -3.47277 -0.19
C 3.67884 1.58331 -3.65762 -0.06
C 2.90085 1.16244 -2.58863 -0.64
S 1.66050 -0.05433 -2.79089 0.76
C 5.42254 3.00716 -4.59305 -0.19
N 6.05214 3.34165 -5.49175 0.16
H 4.19955 3.15963 -0.14037 0.12
H 3.54397 1.13644 -4.63339 0.12
N -4.82346 -5.41586 -7.46231 0.14
C -4.10556 -4.96488 -6.68582 -0.19
C -3.20763 -4.40018 -5.71212 -0.24
C -2.64918 -3.14113 -5.92676 -0.02
C -1.79130 -2.59866 -4.98810 0.00
C -1.47704 -3.30820 -3.82537 -0.22
C -2.04113 -4.57195 -3.62012 -0.01
C -2.90150 -5.11475 -4.55472 -0.03
C -0.59874 -2.74490 -2.85052 -0.10
C 0.14156 -2.27039 -2.01951 -0.35
H -2.89520 -2.59336 -6.82674 0.12
H -1.35913 -1.61895 -5.13457 0.12
H -1.78991 -5.11578 -2.71986 0.12
H -3.33906 -6.09170 -4.39789 0.12
O -1.85418 0.09937 -2.06844 0.11
C -1.19012 0.51259 -1.15307 -0.62
O -0.26607 -0.18808 -0.49187 -0.46
C -1.31566 1.86162 -0.53400 -0.15
C -1.21247 1.79191 0.99624 -0.26
Ge -2.87808 1.55915 1.98860 1.02
C -4.00220 3.13347 1.68121 -0.26
C -3.66049 4.35301 2.26797 -0.11
C -4.40392 5.49874 2.02108 -0.09
C -5.50553 5.44156 1.17698 -0.10
C -5.85686 4.23757 0.58470 -0.09
C -5.10988 3.09342 0.83612 -0.11
C -2.38120 1.47407 3.88419 -0.27
C -1.18203 2.03889 4.32116 -0.12
C -0.81049 1.98829 5.65923 -0.10
C -1.63131 1.36049 6.58420 -0.10
C -2.82293 0.78501 6.16522 -0.09
C -3.19275 0.84564 4.82895 -0.11
C -3.94397 -0.00620 1.50976 -0.26
C -5.23239 -0.14832 2.03356 -0.13
C -6.02087 -1.24190 1.70622 -0.09
C -5.53807 -2.21019 0.83457 -0.09
C -4.26705 -2.07865 0.29560 -0.06
C -3.47900 -0.98658 0.63463 -0.10
H -2.24540 2.30181 -0.89490 0.12
H -0.48589 2.45497 -0.94298 0.11
H -0.78196 2.72490 1.37126 0.07
H -0.51045 1.00575 1.28903 0.03
H -2.80683 4.41172 2.93514 0.10
H -4.12310 6.43572 2.48551 0.10
H -6.08632 6.33381 0.98090 0.10
H -6.71126 4.18715 -0.07814 0.10
H -5.39476 2.16110 0.36216 0.10
H -0.51030 2.50865 3.61326 0.10
H 0.12436 2.43202 5.97493 0.10
H -1.34256 1.31571 7.62610 0.10
H -3.46528 0.28579 6.87964 0.10
H -4.11812 0.37746 4.52025 0.09
H -5.63860 0.61324 2.69043 0.10
H -7.01570 -1.33324 2.12369 0.10
H -6.15438 -3.06004 0.57176 0.10
H -3.88375 -2.81901 -0.39434 0.11
H -2.48976 -0.91315 0.20438 0.08
```